(1)
{"formula": "C12H40NO10", "method": "wB97M-V/def2-TZVPD", "species": ["N", "H", "H", "H", "H", "C", "C", "O", "H", "H", "H", "H", "H", "H", "C", "C", "O", "H", "H", "H", "H", "H", "H", "C", "C", "O", "O", "H", "H", "H", "H", "H", "H", "C", "C", "O", "O", "H", "H", "H", "H", "H", "H", "C", "C", "O", "O", "H", "H", "H", "H", "H", "H", "C", "C", "O", "O", "H", "H", "H", "H", "H", "H"], "positions_angstrom": [[-0.166392, -0.180243, 0.545033], [0.487848, -0.047453, 1.302953], [0.363628, -0.477173, -0.261817], [-0.689952, 0.632497, 0.252743], [-0.841362, -0.917683, 0.688893], [-0.448502, 2.692197, -6.042427], [0.339958, 2.793397, -4.731367], [1.484058, 1.981457, -4.871727], [0.078458, 2.967877, -6.955887], [-1.323642, 3.333657, -5.938717], [-0.791242, 1.659147, -6.101107], [-0.334652, 2.450497, -3.946887], [0.585068, 3.845457, -4.585777], [1.926488, 2.164587, -5.703787], [-2.304532, -5.943823, 1.494343], [-2.202122, -4.774073, 2.479233], [-2.758572, -3.566653, 1.968333], [-2.041372, -6.883223, 1.980533], [-1.611672, -5.805323, 0.664363], [-3.349682, -6.007963, 1.191583], [-1.174612, -4.595563, 2.796183], [-2.728452, -5.114493, 3.370963], [-3.647042, -3.466803, 2.317983], [4.350238, -3.632233, 0.756763], [4.743958, -3.613663, 2.260653], [5.700458, -2.626473, 2.545153], [3.952828, -2.327753, 0.339083], [3.475958, -4.277753, 0.672923], [5.137308, -3.970823, 0.082983], [5.273678, -4.561263, 2.358363], [3.930508, -3.547893, 2.983193], [5.933828, -2.747693, 3.468433], [4.767178, -1.845393, 0.178583], [-2.799512, 5.189127, -0.420447], [-2.262372, 6.619727, -0.355537], [-2.600682, 7.288927, 0.795683], [-2.027112, 4.267977, 0.390733], [-2.815552, 4.877337, -1.464797], [-3.834552, 5.260147, -0.086157], [-2.667602, 7.167067, -1.206627], [-1.180422, 6.493177, -0.393717], [-3.499322, 7.619697, 0.727613], [-2.615612, 4.072297, 1.123513], [-1.378562, -2.634233, -3.574297], [-2.775372, -2.214253, -3.173567], [-2.769582, -0.965703, -2.453007], [-0.485812, -3.031103, -2.503867], [-0.930962, -1.799333, -4.113457], [-1.451762, -3.475793, -4.263157], [-3.283982, -2.951213, -2.552037], [-3.442282, -2.257283, -4.034667], [-3.545962, -0.443523, -2.667867], [0.338008, -3.195223, -2.968607], [1.388498, 2.593647, 4.923983], [2.548998, 1.562507, 4.935783], [2.436168, 0.645697, 3.823743], [1.611358, 3.441007, 3.727773], [1.381028, 3.289417, 5.763003], [0.428038, 2.078957, 4.897263], [2.599808, 1.037577, 5.889703], [3.477598, 2.102997, 4.752253], [3.285448, 0.248147, 3.618113], [0.754398, 3.522837, 3.302883]], "forces_ev_per_a": [[-0.122, -0.439, -1.035], [0.033, 0.287, 0.709], [0.465, -0.207, -0.600], [-0.026, 0.767, 0.252], [-0.320, -0.587, 0.590], [-0.805, -0.063, 0.862], [-0.227, 0.438, -2.271], [0.355, -0.497, 1.207], [0.246, 0.040, 0.211], [-0.176, 0.025, -0.294], [-0.058, -0.001, -0.384], [0.543, -0.214, 0.286], [0.241, 0.060, 0.451], [-0.143, 0.193, -0.039], [0.252, 0.560, 0.291], [-0.150, -1.032, 0.225], [0.231, 0.170, -0.012], [0.029, 0.033, 0.125], [-0.349, -0.003, -0.254], [0.143, -0.105, -0.390], [0.072, 0.164, -0.210], [-0.139, 0.363, 0.247], [-0.015, -0.038, -0.056], [-0.510, 1.157, 1.245], [0.889, -1.255, -1.112], [0.116, 0.848, -0.190], [-0.290, -0.023, -0.251], [0.083, -0.097, -0.179], [0.187, -0.304, 0.387], [-0.390, -0.583, 0.462], [-0.451, -0.081, -0.425], [0.242, 0.171, 0.013], [0.008, 0.231, 0.076], [0.056, 0.572, 0.070], [0.094, -1.278, -0.931], [-0.074, 0.505, 1.537], [-0.854, 0.382, -0.451], [0.223, -0.313, 0.017], [-0.169, -0.435, 0.120], [0.379, -0.050, -0.455], [0.116, 0.569, -0.139], [-0.026, 0.041, 0.017], [0.262, -0.091, 0.240], [0.157, -0.005, -0.125], [-0.349, -0.491, 1.013], [0.341, -0.175, -0.351], [-0.849, 0.584, -0.200], [0.051, 0.130, -0.098], [-0.222, -0.044, -0.122], [0.474, -0.320, 0.482], [0.357, 0.771, -0.490], [-0.073, -0.136, -0.124], [0.255, -0.141, 0.235], [1.240, 0.177, -1.545], [-0.007, 0.630, -0.611], [-1.020, 0.077, 0.285], [-0.672, -1.081, 1.005], [0.312, -0.435, 0.315], [-0.067, -0.015, -0.193], [-0.085, -0.099, 0.021], [0.004, 0.280, 0.462], [0.137, 0.164, 0.219], [0.045, 0.245, -0.141]], "gap_ev": 8.8344, "charge": 1, "molar_mass_g_mol": 358.449, "de_lowest_ev": 3.5226}

=====

(2)
{"formula": "C12H40O8", "method": "wB97M-V/def2-TZVPD", "species": ["C", "O", "H", "H", "H", "H", "C", "O", "H", "H", "H", "H", "C", "O", "H", "H", "H", "H", "C", "O", "H", "H", "H", "H", "C", "O", "H", "H", "H", "H", "C", "O", "H", "H", "H", "H", "C", "C", "C", "O", "H", "H", "H", "H", "H", "H", "H", "H", "C", "C", "C", "O", "H", "H", "H", "H", "H", "H", "H", "H"], "positions_angstrom": [[3.562506, 46.031833, 20.982109], [4.039745, 47.328110, 21.278119], [4.304517, 45.248422, 21.136313], [2.712849, 45.764055, 21.610197], [3.257486, 46.010802, 19.935873], [4.857017, 47.538182, 20.820372], [0.338676, 45.340681, 22.508171], [0.553142, 43.911009, 22.477976], [1.128779, 45.942985, 22.956597], [0.255484, 45.612003, 21.455765], [-0.618591, 45.688012, 22.896861], [1.012127, 43.685772, 21.665443], [3.081138, 44.158901, 17.088710], [3.614923, 43.009725, 17.722410], [2.054228, 44.343031, 17.404405], [3.636417, 45.084314, 17.241561], [3.122410, 43.925066, 16.024896], [3.276850, 42.274038, 17.206581], [4.200268, 46.697921, 24.303450], [4.281285, 46.905764, 25.707633], [4.253287, 47.698252, 23.873773], [5.099166, 46.225985, 23.906745], [3.293144, 46.152818, 24.042508], [4.350616, 46.064627, 26.165101], [3.778002, 49.354983, 18.124855], [3.637971, 47.962564, 17.789980], [2.979868, 49.921436, 17.645044], [3.691279, 49.404751, 19.210260], [4.744891, 49.735064, 17.795077], [4.473480, 47.554283, 18.028390], [5.341224, 42.500834, 23.515444], [6.011005, 42.606486, 24.760879], [5.025203, 43.447407, 23.077016], [5.937070, 41.869738, 22.856057], [4.477094, 41.853822, 23.666325], [6.906874, 42.384574, 24.496750], [3.139198, 53.096690, 22.531061], [2.650561, 51.961591, 21.723536], [3.317999, 50.618514, 22.035582], [1.285685, 51.845461, 22.068067], [2.684144, 54.053802, 22.276189], [4.204914, 53.196593, 22.325230], [2.996680, 52.975080, 23.604846], [2.783875, 52.252461, 20.681557], [3.228105, 50.507725, 23.116208], [4.364858, 50.462369, 21.775208], [2.871567, 49.788205, 21.488418], [1.295672, 51.857245, 23.027945], [7.222600, 46.298148, 21.045268], [7.287552, 47.830129, 20.865275], [8.629222, 48.299708, 20.360988], [6.334533, 48.150336, 19.869565], [8.046792, 45.997895, 21.692309], [7.271435, 45.759763, 20.098774], [6.260671, 45.933482, 21.405567], [7.059577, 48.391460, 21.771382], [8.763362, 48.058411, 19.306532], [9.461613, 47.790495, 20.846706], [8.774542, 49.370539, 20.503497], [6.315704, 47.494563, 19.168711]], "forces_ev_per_a": [[0.231, 0.151, -0.601], [-0.895, -0.041, 1.202], [0.240, -0.061, -0.029], [0.056, 0.428, 0.048], [-0.145, -0.313, -0.121], [0.325, -0.042, -0.676], [-0.090, -0.200, -1.774], [-0.400, 0.657, 1.111], [0.148, -0.390, 0.200], [0.245, 0.593, -0.063], [-0.079, -0.843, 0.594], [0.051, 0.205, -0.013], [-0.222, -0.117, -0.775], [0.271, 0.014, 0.584], [-0.197, 0.021, -0.032], [0.361, -0.341, 0.372], [-0.337, 0.578, -0.326], [0.118, -0.147, 0.200], [0.570, 0.664, 0.200], [0.024, 0.003, 0.401], [-0.596, -0.157, -0.169], [-0.043, -0.502, 0.021], [0.056, 0.099, -0.287], [0.021, -0.110, -0.128], [-0.121, -0.935, 0.201], [-0.584, 0.844, -0.443], [-0.031, -0.135, 0.011], [0.075, 0.561, 0.071], [0.040, 0.112, 0.058], [0.522, -0.507, 0.017], [-0.758, -1.320, -0.016], [0.491, 0.200, -0.247], [0.285, 0.015, 0.004], [0.178, 0.558, -0.544], [-0.484, 0.354, 0.093], [0.263, 0.242, 0.709], [1.699, 1.139, 0.270], [0.153, -0.651, 0.070], [0.257, 0.041, -0.209], [-1.026, -0.262, -0.688], [-0.227, -0.131, -0.238], [0.261, 0.228, 0.333], [0.079, -0.317, 0.141], [-0.530, -0.326, -0.234], [-0.034, -0.503, 0.084], [0.277, 0.739, 0.023], [-0.567, 0.099, 0.322], [-0.331, -0.122, 0.119], [0.223, 0.358, 0.403], [0.211, -1.370, -1.139], [1.024, -0.188, -0.055], [-1.249, 1.696, 0.908], [-0.101, -0.397, 0.148], [0.583, 0.327, -0.312], [0.084, 0.350, 0.610], [-0.411, -0.238, 0.079], [-0.270, 0.087, -0.074], [0.058, -0.008, 0.401], [-0.126, 0.065, -0.104], [0.371, -0.755, -0.709]], "gap_ev": [2.1724, 9.5748], "charge": -1, "molar_mass_g_mol": 312.444, "spin_multiplicity": 2, "s2": 0.75, "de_lowest_ev": 2.8639}